The following is a quantum chemistry calculation of 2 unconnected molecules or ions with the total composition C3H10NO2 in a non-equilibrium geometry, from OMol25.

ORCA input file:
```
! RIJCOSX wB97M-V def2-TZVPD def2/J DEFGRID3
* xyz 1 1
O 1.1223 -1.9707 1.3726
C -0.0035 -1.6325 1.2265
C -0.3782 -0.4848 0.2909
C -1.4210 -0.8043 -0.7575
N 0.8861 -0.0152 -0.3300
H -0.8612 -2.1822 1.6634
H -0.7269 0.3268 0.9434
H -1.1157 -1.6736 -1.3337
H -2.3868 -1.0139 -0.2789
H -1.5226 0.0407 -1.4264
H 1.6523 -0.3026 0.2923
H 1.0500 -0.5145 -1.2064
H 0.8811 1.0131 -0.4609
H 1.7096 3.2204 -0.1273
H 0.2419 3.2472 0.3269
O 0.8727 2.7461 -0.1949
*
```

## Properties
* max |F|: 1.88 eV/A
* E_HOMO: -0.54658 Ha
* relative energy (zero: lowest compared OMol25 entry of this formula, charge and spin): 52.0 kJ/mol
* LUMO level: -3.37 eV
* Kohn-Sham gap: 11.5 eV

---

The following is a quantum chemistry calculation of 2 unconnected molecules or ions with the total composition C3H8O3 in a non-equilibrium geometry, from OMol25.

ORCA input file:
```
! RIJCOSX wB97M-V def2-TZVPD def2/J DEFGRID3
* xyz 0 1
O -2.4839 -1.4261 -0.6694
O -0.3388 -2.0016 -0.2780
C -1.3207 -1.1212 -0.4846
C -1.8015 1.4003 -0.2353
C -0.8224 0.2766 -0.4233
H 0.5842 -1.6725 -0.0999
H -1.1085 2.2430 -0.3974
H -2.2640 1.5116 0.7599
H -2.5957 1.4459 -0.9994
H -0.2719 0.3781 -1.3783
H -0.0879 0.3672 0.3999
O 3.8891 -0.5037 0.9849
H 4.6591 -1.0941 1.1486
H 3.9628 0.1965 1.6723
*
```

## Properties
* max |F|: 1.85 eV/A
* E_HOMO: -0.37494 Ha
* relative energy (zero: lowest compared OMol25 entry of this formula, charge and spin): 61.7 kJ/mol
* LUMO level: 0.39 eV
* Kohn-Sham gap: 10.6 eV

---

The following is a quantum chemistry calculation of C19H23ClN2O5 in the gas phase in a non-equilibrium geometry, from OMol25.

ORCA input file:
```
! RIJCOSX wB97M-V def2-TZVPD def2/J DEFGRID3
* xyz 0 1
C -2.3796 -0.1103 2.4971
H -2.5104 0.7351 3.1788
O -3.1608 0.0377 1.3345
C -2.8461 1.0282 0.4480
C -1.9029 2.0122 0.7162
C -1.6479 3.0139 -0.2061
C -2.3260 3.0627 -1.4086
C -3.2455 2.0697 -1.6886
C -3.5126 1.0408 -0.7933
O -4.4391 0.1290 -1.2243
C -4.4583 -1.1834 -0.7066
C -3.0952 -1.7816 -0.6134
C -1.9243 -1.4642 -1.2403
C -0.9608 -2.2805 -0.5921
N -1.5406 -3.0284 0.3150
O -2.8612 -2.7294 0.3058
C 0.4855 -2.1857 -0.9298
O 0.8036 -1.8737 -2.0659
N 1.3974 -2.3365 0.0531
C 1.1447 -2.8148 1.3894
H 1.7472 -3.7064 1.5770
H 1.4153 -2.0512 2.1229
H 0.0960 -3.0787 1.4978
C 2.7672 -1.9770 -0.2637
H 3.0919 -2.5180 -1.1567
H 3.4095 -2.2543 0.5715
C 2.9395 -0.4717 -0.5315
C 2.2534 0.4072 0.5210
C 2.5354 1.8759 0.2100
C 4.0446 2.0889 0.1191
C 4.6346 1.1006 -0.8875
O 4.3344 -0.2342 -0.5474
H 5.7249 1.1610 -0.9059
H 4.2471 1.3238 -1.8939
H 4.2737 3.1087 -0.1912
H 4.4983 1.9128 1.0966
H 2.1054 2.5183 0.9805
H 2.0701 2.1374 -0.7434
H 1.1780 0.2196 0.5122
H 2.6527 0.1591 1.5076
H 2.5143 -0.2319 -1.5187
H -1.7422 -0.7627 -2.0254
H -5.0812 -1.7456 -1.4119
H -4.9265 -1.2205 0.2849
H -3.7788 2.0646 -2.6254
H -2.1315 3.8486 -2.1194
Cl -0.4657 4.2150 0.1728
H -1.3669 2.0179 1.6505
H -2.7421 -1.0196 2.9744
H -1.3188 -0.2284 2.2543
*
```

## Properties
* max |F|: 1.15 eV/A
* E_HOMO: -0.31339 Ha
* relative energy (zero: lowest compared OMol25 entry of this formula, charge and spin): 256.3 kJ/mol
* LUMO level: 0.62 eV
* Kohn-Sham gap: 9.1 eV

---

The following is a quantum chemistry calculation of C21H17N3 in the gas phase in a non-equilibrium geometry, from OMol25.

ORCA input file:
```
! RIJCOSX wB97M-V def2-TZVPD def2/J DEFGRID3
* xyz 0 1
C 1.0287 1.0936 3.4772
C 2.2863 0.3713 3.0699
C 3.3997 1.1576 2.9100
C 4.6405 0.6019 2.6144
C 4.7403 -0.7949 2.4564
C 3.6066 -1.6034 2.6139
C 2.3621 -1.0193 2.9171
C -0.2129 0.4171 3.1004
C -1.3938 1.0332 2.9601
C -2.6667 0.3873 2.7161
C -3.8303 1.1774 2.5453
C -5.0927 0.6021 2.3764
C -5.2229 -0.8050 2.3341
C -4.0674 -1.6078 2.4164
C -2.8061 -1.0160 2.5791
H 0.9983 2.2037 3.1184
H 3.2706 2.2415 2.9866
H 5.4766 1.2724 2.4011
H 5.7041 -1.2375 2.1662
H 3.6445 -2.6784 2.3884
H 1.4789 -1.6448 3.0166
H -0.1193 -0.5863 2.6788
H -1.4659 2.1167 3.0756
H -3.7257 2.2656 2.5583
H -5.9898 1.2329 2.3196
H -6.2171 -1.2724 2.2677
H -4.1621 -2.7013 2.3936
H -1.9086 -1.6322 2.6157
C 4.3582 3.3952 6.6903
C 3.6448 2.8960 5.5650
C 2.4178 2.2429 5.7533
C 1.8870 2.1336 7.0657
C 2.5858 2.6376 8.1849
C 3.8251 3.2662 7.9700
N 0.6777 1.4677 7.0205
N 0.4313 1.1545 5.7468
N 1.4248 1.5829 4.9695
H 5.3322 3.8904 6.5078
H 3.9738 2.9888 4.5357
H 2.1254 2.4978 9.1672
H 4.3988 3.6628 8.8015
*
```

## Properties
* max |F|: 4.94 eV/A
* E_HOMO: -0.30997 Ha
* relative energy (zero: lowest compared OMol25 entry of this formula, charge and spin): 288.8 kJ/mol
* LUMO level: -0.09 eV
* Kohn-Sham gap: 8.3 eV

---

> What is the Kohn-Sham gap in the second record?

10.6 eV

---

Please write out number 4 again, unchanged.
The following is a quantum chemistry calculation of C21H17N3 in the gas phase in a non-equilibrium geometry, from OMol25.

ORCA input file:
```
! RIJCOSX wB97M-V def2-TZVPD def2/J DEFGRID3
* xyz 0 1
C 1.0287 1.0936 3.4772
C 2.2863 0.3713 3.0699
C 3.3997 1.1576 2.9100
C 4.6405 0.6019 2.6144
C 4.7403 -0.7949 2.4564
C 3.6066 -1.6034 2.6139
C 2.3621 -1.0193 2.9171
C -0.2129 0.4171 3.1004
C -1.3938 1.0332 2.9601
C -2.6667 0.3873 2.7161
C -3.8303 1.1774 2.5453
C -5.0927 0.6021 2.3764
C -5.2229 -0.8050 2.3341
C -4.0674 -1.6078 2.4164
C -2.8061 -1.0160 2.5791
H 0.9983 2.2037 3.1184
H 3.2706 2.2415 2.9866
H 5.4766 1.2724 2.4011
H 5.7041 -1.2375 2.1662
H 3.6445 -2.6784 2.3884
H 1.4789 -1.6448 3.0166
H -0.1193 -0.5863 2.6788
H -1.4659 2.1167 3.0756
H -3.7257 2.2656 2.5583
H -5.9898 1.2329 2.3196
H -6.2171 -1.2724 2.2677
H -4.1621 -2.7013 2.3936
H -1.9086 -1.6322 2.6157
C 4.3582 3.3952 6.6903
C 3.6448 2.8960 5.5650
C 2.4178 2.2429 5.7533
C 1.8870 2.1336 7.0657
C 2.5858 2.6376 8.1849
C 3.8251 3.2662 7.9700
N 0.6777 1.4677 7.0205
N 0.4313 1.1545 5.7468
N 1.4248 1.5829 4.9695
H 5.3322 3.8904 6.5078
H 3.9738 2.9888 4.5357
H 2.1254 2.4978 9.1672
H 4.3988 3.6628 8.8015
*
```

## Properties
* max |F|: 4.94 eV/A
* E_HOMO: -0.30997 Ha
* relative energy (zero: lowest compared OMol25 entry of this formula, charge and spin): 288.8 kJ/mol
* LUMO level: -0.09 eV
* Kohn-Sham gap: 8.3 eV